Record 1
Density functional theory data (the ωB97M-V functional and the def2-TZVPD basis) for a cluster of 3 separate species, C6H18O3S3 in total in a non-equilibrium geometry.

Cartesian coordinates (Å):
S1 -2.783 -1.653 2.810
H1 -3.050 -3.718 1.373
O1 2.621 5.645 -0.573
H2 0.805 6.604 1.458
H3 -0.721 6.536 0.500
O2 2.047 -3.338 -3.995
C1 2.622 -1.471 -2.349
O3 -1.682 -1.062 1.894
H4 -4.324 -2.489 0.873
H5 3.309 -1.046 -1.618
S2 1.306 6.391 -0.718
C2 -3.673 -2.871 1.660
C3 0.195 5.371 -1.891
H6 -1.491 -3.769 2.979
S3 2.996 -3.232 -2.768
H7 1.590 -1.500 -1.998
H8 2.475 -3.788 -0.378
C4 0.241 6.063 0.698
H9 1.132 -3.816 -1.337
H10 -2.825 -3.826 4.104
H11 -0.133 5.092 1.024
H12 -0.706 5.983 -1.931
H13 -1.364 -2.918 4.440
H14 2.190 -5.203 -1.382
H15 2.642 -0.968 -3.317
C5 -2.085 -3.160 3.660
H16 0.763 5.151 -2.795
C6 2.180 -4.113 -1.376
H17 -4.438 -3.335 2.282
H18 0.164 4.439 -1.328

Properties
Gap between HOMO and LUMO ... 9.4 eV
Max |F| ... 0.07896 hartree/bohr
Highest occupied orbital energy ... -8.819 eV
Total charge ... 0



Record 2
Density functional theory data (the ωB97M-V functional and the def2-TZVPD basis) for a cluster of 3 separate species, C6H18O3S3 in total in a non-equilibrium geometry.

Cartesian coordinates (Å):
H1 5.067 -1.862 5.035
S1 3.751 -0.241 3.631
O1 -4.684 -0.648 -1.540
C1 3.466 -0.752 1.842
S2 -0.385 3.672 -3.514
H2 -1.745 1.734 -3.655
H3 4.128 -2.608 3.630
H4 -0.412 1.748 -4.884
O2 1.123 3.878 -3.658
H5 0.270 3.103 -1.242
C2 -2.964 -2.667 -0.940
H6 -1.543 3.202 -1.556
H7 3.118 -1.783 1.896
H8 -0.681 4.624 -1.330
H9 -2.798 -0.402 0.630
H10 -3.540 -1.552 1.634
O3 2.400 -0.353 4.251
H11 4.341 -0.644 1.201
C3 -3.781 -0.798 0.884
H12 -2.024 -2.115 -0.951
H13 -4.472 -0.066 1.301
H14 2.723 -0.139 1.331
H15 -0.120 1.221 -3.165
S3 -4.571 -1.789 -0.478
H16 -2.982 -3.114 -1.934
C4 4.764 -1.799 3.990
H17 -2.869 -3.465 -0.203
H18 5.652 -1.879 3.362
C5 -0.679 1.875 -3.834
C6 -0.552 3.620 -1.736

Properties
Gap between HOMO and LUMO ... 9.2 eV
Max |F| ... 0.10424 hartree/bohr
Highest occupied orbital energy ... -8.938 eV
Total charge ... 0



Record 3
Density functional theory data (the ωB97M-V functional and the def2-TZVPD basis) for a structure of composition C6H19FN5O3Tl in a non-equilibrium geometry.

Cartesian coordinates (Å):
N1 3.597 -0.768 -0.307
H1 -2.737 0.314 2.156
C1 -0.844 1.978 3.254
H2 -0.843 -0.093 3.462
H3 -2.172 -1.888 -5.831
N2 3.023 -2.267 -1.773
H4 0.146 2.088 3.697
H5 -1.051 4.808 1.727
H6 -0.650 4.359 3.356
H7 2.383 -2.935 -2.177
H8 -0.290 -0.052 -3.992
C2 -1.291 4.095 2.515
H9 0.977 -0.785 2.000
N3 -0.726 -0.703 -4.630
H10 3.950 -2.523 -2.080
Tl1 -1.205 -2.107 0.029
O1 1.511 -1.241 -0.586
C3 2.681 -1.473 -0.834
H11 0.642 0.687 1.053
H12 -0.980 -0.406 -5.561
C4 -1.339 -1.691 -4.043
C5 -0.753 0.582 2.611
H13 3.424 -0.203 0.512
H14 -1.657 2.165 3.955
H15 -2.004 1.008 1.111
H16 -2.322 4.193 2.854
O2 -0.967 2.848 2.129
N4 -2.076 -2.233 -4.886
O3 -1.310 -1.965 -2.873
F1 0.608 -3.287 2.040
H17 4.485 -0.593 -0.755
H18 -2.475 -3.092 -4.537
N5 -1.827 0.227 1.727
C6 0.642 0.250 2.052
H19 1.448 0.708 2.625

Properties
Gap between HOMO and LUMO (spin up / spin down) ... 4.0 / 2.9 eV
Max |F| ... 0.14684 hartree/bohr
Highest occupied orbital energy (spin up / spin down) ... -17.776 / -17.735 eV
Total charge ... +3
Multiplicity ... 2



Record 4
Density functional theory data (the ωB97M-V functional and the def2-TZVPD basis) for a structure of composition C6H19IN2Tc in a non-equilibrium geometry.

Cartesian coordinates (Å):
H1 0.754 2.138 2.454
H2 0.592 -2.103 2.886
C1 0.768 1.195 1.876
H3 1.818 -1.299 0.991
H4 -2.416 1.430 -0.800
H5 -0.306 -1.729 -3.034
C2 -1.605 1.212 -1.521
H6 1.200 -1.969 -2.150
C3 0.407 0.061 2.843
H7 1.424 0.389 -3.137
I1 -2.550 -1.521 -0.566
H8 -2.162 0.960 -2.444
H9 1.158 1.761 -1.955
N1 -0.250 1.293 0.722
H10 1.212 -0.053 3.596
H11 1.775 1.060 1.449
H12 -0.061 1.395 -3.317
H13 -1.159 1.308 1.194
H14 -0.505 0.300 3.423
C4 0.668 1.022 -2.568
H15 -0.430 -2.626 -1.356
Tc1 -0.022 -0.108 -0.971
C5 0.178 -1.322 2.202
H16 0.853 -2.436 0.619
H17 -0.165 2.269 0.440
H18 -0.882 -1.567 2.056
N2 0.828 -1.424 0.808
C6 0.094 -1.865 -1.992
H19 -1.215 2.231 -1.749

Properties
Gap between HOMO and LUMO (spin up / spin down) ... 6.8 / 6.5 eV
Max |F| ... 0.04865 hartree/bohr
Highest occupied orbital energy (spin up / spin down) ... -17.396 / -17.812 eV
Total charge ... +2
Multiplicity ... 4



Record 5
Density functional theory data (the ωB97M-V functional and the def2-TZVPD basis) for a cluster of 2 separate species, C6H19N4P in total in a non-equilibrium geometry.

Cartesian coordinates (Å):
H1 0.221 0.962 3.069
H2 -0.191 -0.836 3.253
H3 -1.570 2.782 0.025
N1 -0.944 0.429 1.529
H4 -1.484 -2.529 -1.898
H5 1.665 -1.222 -0.434
H6 -1.023 2.046 -2.609
H7 -1.314 0.427 3.524
C1 3.306 0.676 0.990
H8 -2.217 -1.627 -0.468
C2 -2.071 1.890 -0.396
H9 -2.648 1.605 0.592
H10 -1.593 0.283 -2.939
N2 -0.191 -1.452 -0.645
H11 4.160 1.293 0.888
H12 1.200 -2.374 -1.635
N3 -1.150 0.899 -0.945
H13 -2.848 2.099 -1.132
H14 2.522 0.872 1.870
C3 -0.854 1.033 -2.339
H15 2.013 1.605 -0.313
N4 2.514 0.695 -0.280
C4 -0.477 0.185 2.851
H16 0.195 0.793 -2.534
C5 -1.395 -2.305 -0.800
H17 -1.485 -3.031 -0.035
P1 -0.320 0.070 0.165
H18 1.358 -2.914 0.018
H19 3.575 -0.301 1.289
C6 1.046 -2.051 -0.660

Properties
Gap between HOMO and LUMO (spin up / spin down) ... 8.3 / 7.1 eV
Max |F| ... 0.09095 hartree/bohr
Highest occupied orbital energy (spin up / spin down) ... -8.303 / -7.028 eV
Total charge ... 0



Record 6
Density functional theory data (the ωB97M-V functional and the def2-TZVPD basis) for a cluster of 5 separate species, C6H19NO4 in total in a non-equilibrium geometry.

Cartesian coordinates (Å):
H1 1.622 -1.759 1.571
O1 2.749 2.215 -1.788
H2 2.962 -2.463 0.842
H3 -1.773 1.517 -2.551
C1 1.959 -2.230 0.677
H4 -0.207 -1.654 -2.121
H5 1.977 0.600 0.642
H6 -2.573 1.337 -0.250
H7 -0.870 -0.021 -2.378
H8 2.240 2.003 -1.058
H9 -1.682 0.975 2.079
O2 0.751 1.779 2.118
H10 3.474 0.360 -0.157
H11 0.978 1.435 2.934
N1 -1.942 0.625 -0.578
H12 -1.897 0.985 3.649
H13 1.506 -3.142 -1.186
H14 2.171 2.685 -2.441
C2 1.178 -2.404 -0.364
H15 -2.968 -1.242 -1.008
H16 -2.690 -0.678 0.800
H17 -0.832 -1.756 0.978
C3 -0.959 -1.447 -0.059
C4 -1.837 0.543 -2.127
C5 0.020 -1.747 -0.951
H18 0.810 2.680 2.424
O3 2.947 0.951 0.332
O4 -2.231 0.583 2.868
H19 -2.639 0.042 -2.673
C6 -2.245 -0.770 -0.226

Properties
Gap between HOMO and LUMO ... 8.9 eV
Max |F| ... 0.10333 hartree/bohr
Highest occupied orbital energy ... -8.672 eV
SMILES ... C=C/C=C/CNC.O.O.O.O
Total charge ... 0



Record 7
Density functional theory data (the ωB97M-V functional and the def2-TZVPD basis) for a structure of composition C6H19NO4Rb in a non-equilibrium geometry.

Cartesian coordinates (Å):
H1 1.858 -0.530 -0.316
H2 1.073 -2.002 3.030
O1 -4.302 0.656 -0.876
H3 -1.084 -2.674 3.305
H4 -3.249 -1.552 -1.370
H5 -2.673 -2.863 -0.833
H6 -0.360 2.983 -3.193
C1 2.073 1.457 0.205
C2 0.945 -1.688 1.991
H7 -4.706 1.516 -0.701
C3 2.032 1.766 -1.296
H8 1.488 0.375 2.461
C4 0.625 2.558 -3.028
C5 1.739 -0.414 1.753
C6 -1.235 -2.485 2.238
N1 1.528 0.104 0.395
H9 2.860 2.438 -1.564
H10 -1.081 -3.404 1.656
H11 1.395 3.273 -3.325
H12 3.148 1.409 0.440
H13 -4.927 0.015 -0.512
Rb1 -1.360 0.719 -0.380
O2 -2.556 -1.905 -0.798
H14 1.593 2.199 0.835
H15 2.240 0.905 -1.947
O3 0.762 2.298 -1.628
O4 -0.429 -1.443 1.747
H16 2.812 -0.629 1.862
H17 -2.295 -2.251 2.121
H18 0.750 1.627 -3.589
H19 1.336 -2.457 1.316

Properties
Gap between HOMO and LUMO ... 9.2 eV
Max |F| ... 0.05215 hartree/bohr
Highest occupied orbital energy ... -12.046 eV
Total charge ... +1



Record 8
Density functional theory data (the ωB97M-V functional and the def2-TZVPD basis) for a structure of composition C6H2 in a non-equilibrium geometry.

Cartesian coordinates (Å):
C1 -0.863 -0.971 -0.303
C2 -2.184 -0.599 -0.133
H1 1.917 0.728 0.774
C3 -2.172 0.738 -0.410
H2 2.315 -0.404 -0.588
C4 1.575 -0.025 0.079
C5 0.243 -0.162 0.076
C6 -0.831 0.696 0.505

Properties
Gap between HOMO and LUMO (spin up / spin down) ... 6.9 / 6.7 eV
Max |F| ... 0.06115 hartree/bohr
Highest occupied orbital energy (spin up / spin down) ... -8.361 / -8.264 eV
Total charge ... 0



Record 9
Density functional theory data (the ωB97M-V functional and the def2-TZVPD basis) for a structure of composition C6H20BBrCsKN2O2P in a non-equilibrium geometry.

Cartesian coordinates (Å):
H1 0.030 -0.790 -2.056
H2 1.621 -1.057 -4.359
C1 2.444 -0.662 -3.621
O1 4.251 -2.722 -2.214
C2 -1.860 1.532 0.461
H3 3.759 -3.500 -2.610
B1 3.354 -1.766 -1.538
K1 -1.542 2.836 4.576
Br1 -3.838 3.446 1.351
P1 3.680 -1.393 0.351
H4 -2.248 2.497 0.810
H5 0.004 1.520 1.525
H6 2.415 0.528 -3.698
H7 0.605 -2.548 -2.606
C3 -4.036 0.649 0.942
H8 -4.928 0.383 0.368
C4 -0.899 0.897 1.492
H9 -3.889 -0.126 1.696
Cs1 3.093 1.363 0.898
H10 2.493 -0.680 0.810
H11 -0.668 0.654 3.632
H12 -2.218 0.074 3.040
H13 -4.208 1.619 1.416
O2 -2.931 0.675 0.050
H14 0.803 -1.984 -0.789
N1 2.206 -0.997 -2.165
H15 -1.287 1.740 -0.452
N2 -0.504 -0.463 1.096
H16 3.501 -0.976 -4.034
H17 -1.365 -0.984 0.904
H18 -1.921 1.816 3.177
C5 0.858 -1.636 -1.918
C6 -1.467 0.857 2.909
H19 4.733 -0.385 0.368
H20 -0.043 -0.417 0.187

Properties
Gap between HOMO and LUMO ... 5.0 eV
Max |F| ... 0.09554 hartree/bohr
Highest occupied orbital energy ... -8.810 eV
Total charge ... +1



Record 10
Density functional theory data (the ωB97M-V functional and the def2-TZVPD basis) for a structure of composition C6H20InN5O4 in a non-equilibrium geometry.

Cartesian coordinates (Å):
H1 0.949 4.418 3.163
C1 -0.845 -1.668 0.673
O1 1.153 -0.607 1.182
N1 0.248 -0.202 -4.944
H2 -1.857 -0.067 -6.284
N2 -0.516 2.836 4.120
C2 -0.987 -0.198 -4.416
H3 1.461 3.541 1.779
H4 -1.184 -0.836 1.294
C3 -1.715 -2.929 0.834
H5 0.402 -0.153 -5.937
H6 -1.132 -3.733 0.382
C4 0.051 2.644 2.907
N3 1.048 3.528 2.703
O2 -1.124 -0.247 -3.161
H7 -2.001 -1.060 -0.944
In1 -0.207 1.125 -0.772
N4 -1.033 -1.275 -0.736
N5 -1.981 -0.111 -5.287
H8 2.685 -0.831 2.559
O3 -0.274 1.752 2.099
H9 -2.908 0.054 -4.929
H10 -1.250 2.240 4.461
H11 2.892 0.406 1.278
H12 0.558 -2.382 2.080
H13 1.051 -0.296 -4.349
H14 1.219 -2.511 0.471
H15 -0.278 3.650 4.656
H16 -2.713 -2.767 0.434
C5 2.532 -0.591 1.506
H17 3.204 -1.259 0.960
H18 2.576 1.957 0.440
C6 0.580 -1.889 1.104
H19 -0.707 -1.986 -1.383
O4 1.953 2.652 0.175
H20 -1.851 -3.205 1.882

Properties
Gap between HOMO and LUMO ... 4.3 eV
Max |F| ... 0.05718 hartree/bohr
Highest occupied orbital energy ... -15.753 eV
Total charge ... +2



Record 11
Density functional theory data (the ωB97M-V functional and the def2-TZVPD basis) for a cluster of 3 separate species, C6H20N2O2 in total in a non-equilibrium geometry.

Cartesian coordinates (Å):
C1 0.333 -0.024 -1.987
H1 0.479 -0.679 -0.055
H2 0.704 0.858 -2.529
C2 -1.179 -0.116 -2.124
H3 2.690 1.840 0.446
O1 0.918 -2.378 1.081
H4 -2.746 0.421 1.663
H5 -1.338 -0.474 -3.153
H6 -3.378 1.646 -0.441
H7 -3.358 -0.137 -0.675
H8 -1.519 1.569 1.191
H9 0.471 -0.693 3.397
H10 -1.259 -0.079 0.998
O2 -0.436 -0.877 3.073
H11 3.971 0.623 0.593
H12 2.791 0.270 -1.556
N1 -1.922 1.037 -1.621
H13 -1.288 1.789 -1.488
H14 -1.022 -0.289 3.586
N2 0.846 0.069 -0.641
C3 -2.767 0.741 -0.435
H15 0.741 -0.849 -2.593
H16 0.066 -2.282 1.534
H17 1.507 -1.760 1.530
H18 2.630 -1.052 -0.528
C4 -2.044 0.661 0.882
H19 2.470 0.364 1.473
H20 -1.550 -0.971 -1.552
C5 2.298 -0.005 -0.623
C6 2.889 0.778 0.554

Properties
Gap between HOMO and LUMO (spin up / spin down) ... 3.1 / 9.1 eV
Max |F| ... 0.04566 hartree/bohr
Highest occupied orbital energy (spin up / spin down) ... 0.500 / -5.613 eV
Total charge ... -1
Multiplicity ... 2



Record 12
Density functional theory data (the ωB97M-V functional and the def2-TZVPD basis) for a cluster of 3 separate species, C6H20N2O2 in total in a non-equilibrium geometry.

Cartesian coordinates (Å):
H1 3.882 -0.654 -1.445
H2 2.882 -0.044 2.544
H3 -0.729 -0.557 1.508
H4 -1.520 -1.280 -3.246
H5 1.165 -0.098 3.242
H6 1.732 0.394 0.370
O1 3.442 -0.031 -2.035
H7 -0.398 1.126 -2.274
H8 0.171 -0.790 -3.218
H9 -1.441 -2.047 0.208
C1 -1.720 0.631 -0.907
H10 -2.539 1.360 -0.852
O2 -1.493 -2.949 0.587
H11 2.517 -0.245 -1.810
C2 -0.724 -0.889 -2.611
H12 -0.761 2.921 1.306
H13 -0.558 -1.486 -1.718
H14 -2.271 2.075 1.470
H15 0.114 1.429 -0.344
H16 1.694 -1.224 0.905
H17 -2.304 -3.370 0.375
C3 1.281 -0.239 1.149
H18 1.820 1.381 2.553
C4 -0.694 1.002 0.262
N1 -0.121 -0.303 0.733
H19 -2.075 -0.333 -0.570
C5 -1.206 1.922 1.315
C6 1.854 0.294 2.489
H20 -0.825 1.519 2.259
N2 -1.174 0.485 -2.245

Properties
Gap between HOMO and LUMO ... 9.4 eV
Max |F| ... 0.06484 hartree/bohr
Highest occupied orbital energy ... -8.662 eV
SMILES ... CCN[C@H](C)CNC.O.O
Total charge ... 0